[1]
ORCA calculation (ωB97M-V/def2-TZVPD) on a 14-piece molecular cluster, C51H101N3O27 overall in a non-equilibrium geometry.

The geometry in XYZ format:
```
182
Properties=species:S:1:pos:R:3:mulliken_charge:R:1
C -0.18 -4.19 -2.45 -0.0335
O 0.73 -5.04 -2.33 -0.7301
N -1.37 -4.17 -1.78 0.5689
C -2.18 -2.95 -1.91 -0.3308
C -1.83 -5.23 -0.90 -1.0680
H 0.01 -3.25 -2.99 0.3796
H -3.10 -3.23 -2.44 0.1961
H -1.65 -2.12 -2.36 0.0966
H -2.44 -2.75 -0.87 -0.1474
H -2.58 -5.82 -1.42 0.3066
H -1.05 -5.97 -0.76 0.3232
H -2.14 -4.86 0.08 0.2717
C -0.64 2.59 -3.64 -0.1130
O 0.18 1.81 -3.16 -0.5902
N -0.75 2.92 -4.96 0.2331
C -1.79 3.86 -5.45 -0.8369
C 0.16 2.33 -6.00 -0.7983
H -1.34 3.15 -3.01 0.5138
H -1.42 4.84 -5.76 0.3366
H -2.67 3.97 -4.82 0.1401
H -2.19 3.45 -6.37 0.3560
H 0.95 1.82 -5.45 0.0187
H -0.22 1.64 -6.74 0.2775
H 0.63 3.22 -6.41 0.4574
C -1.44 -3.31 3.56 -0.1933
O -2.17 -2.90 2.68 -0.4378
N -0.14 -3.66 3.36 0.3786
C 0.81 -3.88 4.42 -1.0252
C 0.44 -3.76 2.03 0.0733
H -1.69 -3.36 4.63 0.3888
H 1.75 -3.39 4.19 0.2411
H 0.93 -4.95 4.58 0.3532
H 0.46 -3.47 5.37 0.3677
H -0.31 -3.54 1.27 -0.4544
H 1.24 -3.08 1.76 -0.1612
H 0.87 -4.75 1.85 0.4745
C -3.78 -0.45 4.52 1.1375
C -5.07 -0.29 5.27 -0.4117
O -4.76 -0.24 6.64 -0.3457
C -3.54 -0.66 6.78 0.4642
O -2.95 -0.89 7.87 -0.6734
O -2.96 -0.92 5.60 -0.3116
H -3.46 0.53 4.16 -0.5579
H -4.13 -1.15 3.76 0.1520
H -5.80 -1.03 4.95 0.2922
H -5.51 0.71 5.20 0.2693
C -0.31 0.78 4.64 0.3357
C 1.23 0.73 4.65 0.2573
O 1.52 1.83 3.80 -0.3604
C 0.41 2.42 3.26 0.3592
O 0.47 3.37 2.48 -0.6527
O -0.67 1.86 3.76 0.1963
H -0.75 0.97 5.62 0.2046
H -0.82 -0.06 4.18 -0.4585
H 1.62 -0.19 4.22 -0.2170
H 1.71 0.83 5.62 0.4364
O -5.98 6.10 -4.05 -0.5618
C -6.15 5.04 -4.64 0.7303
O -5.61 3.88 -4.30 -0.3287
C -4.93 3.76 -3.07 -0.4846
C -4.50 2.32 -2.87 -0.5638
C -7.07 4.94 -5.87 -1.0499
H -5.69 4.11 -2.37 0.5220
H -4.12 4.49 -3.10 0.2938
H -4.00 2.22 -1.90 -0.1395
H -3.92 1.99 -3.73 0.2778
H -5.36 1.66 -2.76 0.4218
H -6.55 5.38 -6.72 0.2660
H -8.07 5.38 -5.90 0.3514
H -7.32 3.90 -6.09 0.3022
O -2.36 -3.85 -7.00 -0.5653
C -2.82 -3.44 -5.95 0.7449
O -2.39 -2.34 -5.24 -0.2129
C -1.44 -1.41 -5.76 -0.3810
C 0.08 -1.63 -5.41 -0.4576
C -3.79 -4.26 -5.16 -0.8994
H -1.73 -0.48 -5.28 0.1216
H -1.57 -1.40 -6.84 0.4748
H 0.22 -1.39 -4.36 -0.3333
H 0.67 -0.88 -5.93 0.4057
H 0.43 -2.58 -5.83 0.4768
H -4.17 -5.04 -5.82 0.3249
H -4.56 -3.55 -4.86 0.3038
H -3.38 -4.75 -4.27 0.0898
O 4.68 -6.16 -0.51 -0.6411
C 4.78 -4.97 -0.73 0.0642
O 5.89 -4.33 -0.97 -0.1516
C 7.19 -4.91 -0.78 -0.4805
C 7.58 -4.65 0.68 -0.7759
C 3.52 -4.01 -0.71 0.2565
H 7.97 -4.48 -1.40 0.3085
H 7.21 -5.91 -1.21 0.4275
H 8.57 -5.08 0.81 0.4446
H 6.86 -5.09 1.36 0.3271
H 7.75 -3.59 0.86 -0.1028
H 2.66 -4.61 -1.02 0.1988
H 3.66 -3.11 -1.31 -0.0518
H 3.47 -3.76 0.35 0.0676
O 5.45 1.41 3.33 -0.6766
C 5.25 0.31 2.79 0.0544
O 6.14 -0.71 2.72 -0.2073
C 7.44 -0.60 3.23 -0.4096
C 8.52 -0.70 2.08 -0.6142
C 3.90 -0.03 2.26 1.0734
H 7.70 -1.48 3.82 0.2939
H 7.56 0.17 4.00 0.4084
H 8.47 0.17 1.43 0.1552
H 8.52 -1.61 1.47 -0.1054
H 9.58 -0.68 2.35 0.4938
H 4.02 -0.46 1.27 -0.4468
H 3.37 0.92 2.19 -0.2046
H 3.47 -0.73 2.97 0.0435
O -6.16 -1.29 2.34 -0.6533
C -5.91 -0.89 1.20 0.7524
O -5.91 0.32 0.73 -0.1835
C -6.17 1.40 1.66 0.6179
C -6.41 2.74 0.99 -1.4358
C -5.50 -1.85 0.15 -0.5985
H -5.29 1.58 2.28 -0.3878
H -7.02 1.22 2.32 0.4060
H -7.33 2.72 0.40 0.4175
H -5.57 2.98 0.35 0.1307
H -6.53 3.51 1.75 0.4103
H -5.97 -2.69 0.66 0.3358
H -4.42 -2.01 0.15 0.0106
H -6.06 -1.58 -0.74 0.3163
O -4.81 2.98 4.12 -0.5417
C -3.75 3.61 4.07 0.7811
O -2.96 3.87 5.13 -0.2873
C -3.19 3.37 6.45 0.1533
C -4.25 4.24 7.19 -1.4217
C -3.22 4.20 2.73 -0.4803
H -2.26 3.40 7.02 0.4099
H -3.69 2.40 6.37 -0.0552
H -4.54 3.80 8.14 0.4026
H -5.21 4.38 6.69 0.3236
H -3.90 5.27 7.29 0.3619
H -4.02 4.50 2.05 0.3489
H -2.77 3.32 2.27 -0.2635
H -2.54 5.05 2.83 0.3937
O 5.76 -1.12 -0.63 -0.3906
C 6.41 -0.76 -1.64 0.7914
O 6.07 0.11 -2.64 -0.3896
C 4.80 0.69 -2.69 0.5492
C 3.86 0.04 -3.76 -1.0756
C 7.73 -1.44 -1.94 -0.4539
H 4.80 1.74 -3.00 0.3103
H 4.21 0.62 -1.78 -0.2730
H 4.23 0.18 -4.78 0.4062
H 2.81 0.31 -3.79 0.0363
H 3.93 -1.02 -3.53 0.2673
H 7.60 -2.52 -1.86 -0.2591
H 8.47 -1.10 -1.22 0.2468
H 8.10 -1.14 -2.92 0.3204
O 3.48 4.71 -0.07 -0.6738
C 3.56 3.47 -0.22 0.2297
O 4.68 2.77 -0.22 0.0781
C 5.94 3.33 0.05 -0.1406
C 6.41 4.29 -1.05 -1.3264
C 2.36 2.61 -0.50 0.0827
H 6.66 2.52 0.20 0.1306
H 6.07 3.85 1.00 0.4141
H 7.41 4.60 -0.75 0.4091
H 5.78 5.18 -1.11 0.3650
H 6.39 3.91 -2.07 0.2654
H 2.10 2.37 -1.53 0.2008
H 1.55 3.30 -0.27 0.3699
H 2.33 1.75 0.17 -0.4908
O 0.95 -0.16 1.20 0.2703
C 0.41 -0.63 0.26 -0.5879
O -0.95 -0.93 0.12 0.5219
C -1.89 -0.48 1.05 1.3114
C -2.39 1.03 0.93 0.4155
C 1.27 -1.05 -0.87 0.9144
H -1.52 -0.58 2.07 -0.6227
H -2.73 -1.16 0.94 -0.7060
H -1.53 1.70 1.04 0.3397
H -3.04 1.26 1.78 -0.6403
H -2.76 1.21 -0.07 -0.2889
H 1.06 -0.56 -1.83 -0.1272
H 1.14 -2.13 -0.92 -0.3035
H 2.34 -0.91 -0.73 -0.5875
```

Its orbital gap is 9.608 eV. Its lowest unoccupied orbital energy is 0.21 eV. For the HOMO energy, the calculation gives -9.395 eV. As for the net charge: 0.

=====

[2]
ORCA calculation (ωB97M-V/def2-TZVPD) on a 10-piece molecular cluster, C51H106O13 overall in a non-equilibrium geometry.

The geometry in XYZ format:
```
170
Properties=species:S:1:pos:R:3:mulliken_charge:R:1
C -2.57 0.58 2.65 -1.1442
C -1.20 0.20 3.19 0.1543
O -0.71 -0.89 2.42 -0.3829
C 0.16 -1.79 3.09 -0.9672
C 1.33 -1.15 3.79 0.3351
C 1.22 -0.75 5.13 0.0240
C 2.27 -0.14 5.81 -1.2538
C 3.48 0.10 5.17 -0.8656
C 3.61 -0.28 3.83 0.8104
C 2.56 -0.89 3.14 0.4183
C 2.82 -1.22 1.71 0.4595
O 2.34 -2.14 1.11 -0.6021
C 3.80 -0.33 1.01 -0.1251
C 3.61 -0.09 -0.46 0.3562
C 3.03 1.34 -0.65 -1.1281
C 4.09 2.40 -1.02 -0.4329
C 3.52 3.48 -1.96 -0.5356
C 3.97 4.92 -1.63 -1.2124
C 2.76 5.83 -1.39 -0.7908
C 2.15 5.59 0.01 -0.1247
C 1.41 6.81 0.54 -0.9495
C 0.84 6.59 1.94 -0.7708
C -0.57 5.94 1.96 -0.2819
O -0.81 5.11 0.84 -0.2857
C -1.55 5.69 -0.22 -0.9416
C 4.80 0.22 1.69 -0.3584
C 4.90 -0.03 3.14 -0.4811
O 5.94 -0.02 3.75 -0.6108
H -2.56 0.51 1.57 0.4064
H -2.82 1.58 3.00 0.1272
H -3.29 -0.14 3.04 0.2097
H -1.31 -0.06 4.24 0.2091
H -0.53 1.06 3.09 0.2624
H -0.40 -2.39 3.82 0.0275
H 0.49 -2.48 2.33 0.5783
H 0.29 -0.93 5.65 0.5191
H 2.12 0.15 6.84 0.5238
H 4.29 0.58 5.70 0.5190
H 4.55 -0.15 -0.99 -0.0249
H 2.87 -0.78 -0.85 0.0526
H 2.29 1.32 -1.44 0.6419
H 2.54 1.65 0.27 0.3220
H 4.50 2.87 -0.13 0.3721
H 4.90 1.90 -1.54 0.3384
H 3.80 3.26 -2.99 0.5524
H 2.43 3.44 -1.90 0.1515
H 4.54 5.35 -2.45 0.3872
H 4.60 4.91 -0.74 0.5286
H 2.00 5.58 -2.13 0.0222
H 3.00 6.88 -1.52 0.5536
H 1.44 4.77 -0.07 0.1783
H 2.93 5.29 0.71 0.4878
H 2.14 7.62 0.59 0.5930
H 0.65 7.13 -0.17 0.1525
H 0.80 7.53 2.49 0.4030
H 1.51 5.94 2.50 0.3868
H -1.34 6.71 2.05 0.3534
H -0.63 5.30 2.84 0.0765
H -1.01 5.48 -1.14 0.2101
H -1.61 6.77 -0.14 0.4261
H -2.54 5.25 -0.26 0.2903
H 5.56 0.83 1.23 0.5656
C 1.81 -4.22 -1.82 -1.0381
C 1.33 -3.21 -2.85 0.5824
C 1.07 -3.86 -4.20 -1.2642
O 2.29 -2.16 -2.98 -0.3729
H 2.75 -4.68 -2.15 0.3197
H 2.00 -3.74 -0.86 0.1064
H 1.08 -5.02 -1.68 0.3574
H 0.42 -2.73 -2.49 0.2548
H 1.98 -4.30 -4.60 0.3442
H 0.72 -3.11 -4.92 0.3570
H 0.31 -4.64 -4.12 0.2082
H 3.12 -2.55 -3.30 0.1888
C -4.33 -6.12 -3.92 -1.2152
C -2.84 -6.32 -3.67 0.4989
C -2.30 -5.29 -2.68 -1.1416
O -2.12 -6.24 -4.90 -0.5618
H -4.52 -5.14 -4.35 0.3683
H -4.69 -6.87 -4.63 0.1873
H -4.90 -6.21 -3.00 0.3723
H -2.66 -7.32 -3.29 0.2659
H -2.43 -4.28 -3.08 0.3466
H -1.23 -5.45 -2.52 0.0429
H -2.81 -5.36 -1.72 0.4545
H -2.26 -5.35 -5.27 0.3540
C -0.41 4.69 -5.62 -1.5161
C -0.89 4.88 -4.19 0.8117
C -2.41 4.92 -4.11 -1.1300
O -0.33 6.07 -3.63 -0.4988
H -0.73 5.52 -6.24 0.3457
H 0.68 4.65 -5.65 0.3639
H -0.79 3.76 -6.05 0.3817
H -0.52 4.06 -3.57 0.1954
H -2.80 5.77 -4.70 0.3545
H -2.75 5.06 -3.09 0.1786
H -2.86 4.01 -4.50 0.2330
H -0.64 6.82 -4.16 0.3019
C 5.36 0.03 -4.95 -1.2736
C 5.83 -0.94 -3.88 1.6345
C 7.32 -0.80 -3.61 -1.5079
O 5.51 -2.28 -4.24 -0.5523
H 5.87 -0.17 -5.90 0.3594
H 4.29 -0.08 -5.12 0.3218
H 5.56 1.07 -4.67 0.3472
H 5.28 -0.75 -2.95 -0.7050
H 7.89 -1.03 -4.52 0.4118
H 7.64 -1.50 -2.84 0.3776
H 7.58 0.21 -3.29 0.3463
H 5.98 -2.49 -5.06 0.3264
C -3.05 5.31 5.05 -1.0084
C -3.54 3.88 5.22 0.6025
C -4.43 3.74 6.45 -1.5020
O -2.43 2.99 5.31 -0.4175
H -2.46 5.62 5.92 0.3689
H -2.42 5.40 4.17 -0.0142
H -3.89 6.01 4.95 0.4115
H -4.09 3.58 4.33 0.2643
H -3.87 4.00 7.35 0.3680
H -4.77 2.71 6.55 0.3463
H -5.30 4.39 6.38 0.3810
H -1.91 3.23 6.09 0.2696
C -3.83 -9.45 -6.63 -1.2014
C -5.12 -9.95 -5.99 0.4940
C -4.94 -11.34 -5.40 -1.3043
O -6.18 -9.95 -6.94 -0.5544
H -3.53 -10.11 -7.45 0.4239
H -3.97 -8.45 -7.04 0.2977
H -3.02 -9.41 -5.90 0.3229
H -5.43 -9.26 -5.20 0.1872
H -4.68 -12.06 -6.18 0.3269
H -5.87 -11.68 -4.94 0.3392
H -4.16 -11.36 -4.64 0.3481
H -5.94 -10.55 -7.65 0.3402
C 5.90 -1.79 8.34 -1.3096
C 6.02 -0.27 8.26 0.6085
C 6.98 0.27 9.31 -1.4415
O 4.73 0.33 8.41 -0.5217
H 5.51 -2.09 9.32 0.3490
H 5.21 -2.16 7.58 0.3091
H 6.87 -2.27 8.19 0.3877
H 6.36 0.01 7.27 0.2250
H 6.62 0.03 10.32 0.3648
H 7.05 1.35 9.24 0.3480
H 7.98 -0.15 9.19 0.3745
H 4.39 0.09 9.29 0.3313
C -2.88 -4.80 4.50 -1.2394
C -2.98 -4.00 5.79 0.4033
C -4.31 -4.22 6.49 -1.3873
O -2.78 -2.61 5.53 -0.4154
H -3.66 -4.48 3.80 0.3273
H -1.92 -4.63 4.01 0.2660
H -2.99 -5.87 4.68 0.4100
H -2.16 -4.29 6.46 0.2856
H -5.13 -3.89 5.85 0.3659
H -4.36 -3.64 7.41 0.3164
H -4.46 -5.27 6.73 0.3956
H -3.48 -2.32 4.93 0.2894
C -5.75 3.35 -6.10 -1.1676
C -6.23 3.56 -4.67 0.4322
C -7.75 3.59 -4.59 -1.3668
O -5.68 4.77 -4.13 -0.4952
H -6.09 4.17 -6.74 0.3284
H -4.66 3.34 -6.14 0.2410
H -6.12 2.42 -6.51 0.3884
H -5.84 2.76 -4.03 0.2795
H -8.14 4.41 -5.19 0.3598
H -8.07 3.73 -3.56 0.3193
H -8.18 2.66 -4.96 0.3768
H -6.00 5.50 -4.67 0.3318
```

Its orbital gap is 8.805 eV. Its lowest unoccupied orbital energy is -0.37 eV. For the HOMO energy, the calculation gives -9.172 eV. As for the net charge: 0.